Density functional theory data (wB97M-V/def2-TZVPD) for a gas-phase ion, C12H7ClNO5S (charge -1).

The geometry in ORCA input format:
```
! wB97M-V def2-TZVPD RIJCOSX def2/J DEFGRID3
* xyz -1 1
N 3.9224 -5.3007 -7.1638
C 3.4682 -4.9946 -6.1377
C 2.8884 -4.6201 -4.8608
C 1.6291 -3.9980 -4.8255
C 1.0373 -3.7044 -3.5954
C 1.7106 -3.9751 -2.4069
S 0.9045 -3.6201 -0.7882
O -0.5179 -3.8174 -0.9642
O 1.5843 -4.5232 0.1225
C 1.0578 -1.7783 -0.1921
Cl 0.5910 -0.6535 -1.4443
C 0.4020 -1.5143 1.1311
C -0.9866 -1.2363 1.4031
C -1.0726 -0.1545 2.3888
O -1.8604 0.1582 3.2506
O 0.1480 0.5909 2.2166
C 1.0705 -0.1649 1.5483
O 2.1411 0.2933 1.2284
C 2.9525 -4.6184 -2.4419
C 3.5628 -4.9092 -3.6650
H 1.1107 -3.7794 -5.7680
H 0.0381 -3.2763 -3.5629
H 2.1245 -1.7813 0.0568
H 0.5982 -2.4814 1.6669
H -1.7780 -1.9653 1.3256
H 3.4383 -4.9086 -1.5184
H 4.5481 -5.3937 -3.6969
*
```

The value obtained for the energy relative to the best compared isomer or geometry (same formula, charge and spin) is 0.0 kJ/mol. As for the frontier orbital gap: 4.8 eV.

Density functional theory data (wB97M-V/def2-TZVPD) for 21 unconnected molecules or ions with the total composition C126H105F21.

The geometry in ORCA input format:
```
! wB97M-V def2-TZVPD RIJCOSX def2/J DEFGRID3
* xyz 0 1
F 2.4340 0.5702 9.8997
C 2.3676 -0.4890 8.9801
C 2.4313 -0.1924 7.6169
C 2.3379 -1.2183 6.7041
C 2.2326 -2.5163 7.1282
C 2.2252 -2.8598 8.4966
C 2.2521 -1.8119 9.4093
H 2.4488 0.9023 7.3748
H 2.3746 -1.0558 5.6161
H 2.0523 -3.2434 6.3629
H 2.1568 -3.8646 8.7926
H 2.2129 -2.0307 10.4366
F -5.7612 0.7130 2.9695
C -5.4773 -0.0255 4.1367
C -5.8479 0.4671 5.3645
C -5.4963 -0.2819 6.4697
C -4.8281 -1.5066 6.3721
C -4.4170 -1.9635 5.1188
C -4.7800 -1.1855 4.0386
H -6.3279 1.4442 5.4040
H -5.7903 0.0323 7.4627
H -4.4422 -2.0066 7.2454
H -3.6954 -2.8190 5.0730
H -4.3066 -1.3794 3.0695
F -1.3556 7.4517 -4.7328
C -1.1682 6.4498 -3.8192
C -1.1793 6.8127 -2.4736
C -0.8743 5.8200 -1.5153
C -0.6595 4.4897 -1.9144
C -0.7569 4.1988 -3.2372
C -0.9780 5.1387 -4.2034
H -1.3685 7.8480 -2.2278
H -0.8574 6.2225 -0.4793
H -0.3009 3.7869 -1.2088
H -0.5173 3.2265 -3.5881
H -0.9227 4.9301 -5.2646
F 2.7834 -5.5690 -1.3794
C 2.2048 -6.6460 -0.8621
C 2.7423 -7.2372 0.2873
C 2.0601 -8.3062 0.8816
C 0.8883 -8.8050 0.3212
C 0.4502 -8.2151 -0.8435
C 1.0634 -7.1517 -1.4965
H 3.6442 -6.8290 0.6824
H 2.6056 -8.7438 1.7112
H 0.3625 -9.6428 0.7971
H -0.4673 -8.5913 -1.2739
H 0.7598 -6.7163 -2.4481
F 2.5306 -0.8368 3.0743
C 3.3649 -1.8239 2.6311
C 3.1619 -2.3665 1.3998
C 3.9887 -3.4075 0.9747
C 4.9490 -3.9236 1.7931
C 5.2174 -3.2752 3.0086
C 4.4072 -2.2001 3.4367
H 2.4346 -1.9920 0.7414
H 3.7752 -3.9128 0.0336
H 5.6064 -4.7770 1.5766
H 6.0554 -3.5999 3.5671
H 4.5270 -1.7690 4.4284
F -4.1874 -7.5944 0.8483
C -3.7634 -7.9304 -0.4036
C -3.8460 -9.2997 -0.7779
C -3.4088 -9.7491 -1.9954
C -2.8140 -8.7978 -2.8163
C -2.7522 -7.4258 -2.5163
C -3.2329 -6.9873 -1.3250
H -4.3605 -9.9864 -0.1344
H -3.4480 -10.7932 -2.2687
H -2.5654 -9.1469 -3.8100
H -2.2799 -6.6749 -3.1152
H -3.1033 -5.9392 -1.1068
F 3.3407 3.0882 0.7242
C 2.6298 4.0953 1.2046
C 2.1569 3.8740 2.4845
C 1.3215 4.8043 3.1130
C 1.0694 6.0197 2.4379
C 1.6096 6.2593 1.1861
C 2.3196 5.2614 0.5222
H 2.4736 2.9626 3.0219
H 1.0116 4.6168 4.1436
H 0.5047 6.7460 2.9636
H 1.4095 7.1589 0.6383
H 2.7383 5.4035 -0.4539
F 1.0549 -2.8362 4.3194
C 0.2132 -3.4454 3.4170
C 0.6183 -4.5168 2.6784
C -0.3466 -5.0707 1.7813
C -1.6344 -4.5377 1.7005
C -1.9789 -3.4338 2.4768
C -1.0343 -2.9165 3.3494
H 1.6384 -4.9017 2.7454
H -0.0172 -5.9469 1.2530
H -2.3456 -4.9199 0.9934
H -2.9819 -3.1102 2.3994
H -1.2761 -2.1502 4.0303
F 3.9930 1.0062 -1.1390
C 5.3307 0.8443 -0.8537
C 6.2179 1.8253 -1.3340
C 7.5795 1.5887 -1.0850
C 7.9806 0.4130 -0.4223
C 7.0546 -0.5478 -0.0032
C 5.7276 -0.3363 -0.2388
H 5.9269 2.7083 -1.8641
H 8.2476 2.3866 -1.4277
H 9.0862 0.2400 -0.3140
H 7.4097 -1.5065 0.3373
H 5.0033 -1.1159 -0.0391
F -6.1708 7.8203 -1.4348
C -5.9404 6.5715 -2.0051
C -4.5825 6.1804 -2.0789
C -4.2471 4.8958 -2.5230
C -5.3142 4.0478 -2.8094
C -6.6567 4.4661 -2.9067
C -6.9967 5.7447 -2.4522
H -3.8006 6.9006 -1.8328
H -3.2131 4.5844 -2.6264
H -5.0406 3.0689 -3.2456
H -7.4130 3.7364 -3.1978
H -7.9770 6.1585 -2.4438
F -3.0909 1.5419 -2.9723
C -2.9152 1.3262 -4.2787
C -3.0306 2.4418 -5.1247
C -2.7832 2.2611 -6.4578
C -2.6403 1.0043 -6.9749
C -2.5607 -0.1058 -6.1281
C -2.6871 0.0511 -4.7669
H -3.2978 3.4202 -4.7136
H -2.9338 3.0684 -7.1400
H -2.5009 0.8689 -8.0534
H -2.4852 -1.0909 -6.5475
H -2.7832 -0.7562 -4.0541
F 3.3059 -2.1693 -1.9098
C 3.2219 -2.1077 -3.2802
C 4.0122 -2.9694 -4.0345
C 4.0415 -2.6997 -5.4033
C 3.2728 -1.7181 -6.0046
C 2.3575 -1.0253 -5.1844
C 2.3915 -1.1792 -3.8023
H 4.6118 -3.7999 -3.6910
H 4.7120 -3.2742 -5.9983
H 3.3972 -1.4410 -7.0390
H 1.6951 -0.2787 -5.6345
H 1.6432 -0.6450 -3.2334
F 2.3921 6.0698 -2.6322
C 2.6421 4.9831 -3.4081
C 2.8301 3.7642 -2.7989
C 3.1370 2.7011 -3.6422
C 3.1035 2.9085 -5.0434
C 2.7947 4.1328 -5.6043
C 2.6302 5.2144 -4.7499
H 2.9642 3.7583 -1.7222
H 3.3431 1.7155 -3.2288
H 3.4491 2.0922 -5.7106
H 2.7817 4.3301 -6.6969
H 2.3874 6.2053 -5.0356
F -1.4152 -3.2657 -1.8962
C -1.2169 -3.7631 -3.1115
C 0.0415 -4.2340 -3.4970
C 0.2108 -4.6679 -4.8171
C -0.9366 -4.6686 -5.6859
C -2.1661 -4.2738 -5.2390
C -2.3516 -3.8140 -3.9408
H 0.9262 -4.2629 -2.8870
H 1.1810 -5.0610 -5.0963
H -0.9386 -4.9388 -6.7437
H -2.9789 -4.2726 -5.9475
H -3.2904 -3.4868 -3.5447
F -4.9224 -4.5036 0.3800
C -5.1031 -3.1337 0.3685
C -6.2615 -2.6617 0.9699
C -6.6158 -1.3159 0.8753
C -5.7424 -0.4500 0.2547
C -4.5342 -0.9045 -0.2888
C -4.2298 -2.2532 -0.2191
H -6.9499 -3.3297 1.4468
H -7.5065 -0.9384 1.3501
H -6.0195 0.5679 0.1682
H -3.8908 -0.1719 -0.7894
H -3.3469 -2.5743 -0.7827
F -5.4347 -3.0874 -7.0773
C -5.7715 -2.8919 -5.7682
C -6.0028 -3.9883 -5.0107
C -6.2280 -3.8220 -3.6348
C -6.1495 -2.5190 -3.0935
C -5.8436 -1.4151 -3.8908
C -5.7753 -1.6020 -5.2720
H -6.1662 -4.9055 -5.5777
H -6.2729 -4.7171 -3.0256
H -6.3852 -2.3967 -2.0354
H -5.8613 -0.4074 -3.5151
H -5.6475 -0.7767 -5.9204
F -1.8316 0.5053 3.0349
C -1.3598 1.3197 4.0546
C 0.0283 1.3129 4.2426
C 0.5850 2.1443 5.2143
C -0.2452 2.9050 6.0377
C -1.6474 2.8047 5.8704
C -2.2253 1.9701 4.8740
H 0.6024 0.5925 3.6692
H 1.6481 2.2524 5.2022
H 0.1285 3.6870 6.7221
H -2.2702 3.4331 6.5089
H -3.2352 1.9137 4.6789
F 8.3776 1.6505 6.0323
C 7.4494 1.8465 5.0745
C 6.1634 2.1827 5.4430
C 5.2389 2.3034 4.4401
C 5.5594 2.0580 3.1152
C 6.8580 1.7206 2.7726
C 7.8506 1.6748 3.7373
H 5.9184 2.3291 6.4888
H 4.2079 2.4957 4.6727
H 4.7330 2.1004 2.4024
H 7.0016 1.5021 1.7596
H 8.8513 1.3140 3.4926
F 5.4697 5.2126 -1.4452
C 5.5280 5.8209 -0.2043
C 5.1645 7.1627 -0.1134
C 5.1798 7.7184 1.1669
C 5.4327 6.9602 2.3103
C 5.6951 5.6020 2.1700
C 5.7041 4.9985 0.9129
H 4.9386 7.7219 -1.0302
H 4.8428 8.7043 1.3433
H 5.4383 7.3633 3.3427
H 5.8478 5.0141 3.0886
H 5.8304 3.9686 0.8175
F -4.4160 2.0564 -0.2768
C -3.6057 2.8550 0.5014
C -4.2594 3.8129 1.2391
C -3.5445 4.5357 2.1508
C -2.1894 4.3114 2.3257
C -1.5396 3.3786 1.5314
C -2.2486 2.5725 0.6180
H -5.2917 4.0050 1.0201
H -4.0146 5.3935 2.6742
H -1.6229 4.7775 3.1504
H -0.4830 3.0901 1.6696
H -1.7884 1.8309 -0.0626
F 0.0960 0.9033 -3.2108
C 0.0393 0.5489 -1.8815
C -0.8176 -0.4757 -1.4765
C -0.8412 -0.8413 -0.1485
C -0.0211 -0.2257 0.7811
C 0.8581 0.7668 0.3992
C 0.8614 1.1977 -0.9555
H -1.4442 -0.9777 -2.2535
H -1.5148 -1.5968 0.2227
H -0.0754 -0.5985 1.8023
H 1.6138 1.1436 1.0382
H 1.5063 2.0023 -1.2535
*
```

The value obtained for the energy relative to the best compared isomer or geometry (same formula, charge and spin) is 90.3 kJ/mol. As for the frontier orbital gap: 9.4 eV.

Density functional theory data (wB97M-V/def2-TZVPD) for 2 unconnected molecules or ions with the total composition C7H14N2OSi.

The geometry in ORCA input format:
```
! wB97M-V def2-TZVPD RIJCOSX def2/J DEFGRID3
* xyz 0 1
C -1.9175 1.7549 2.0074
C -3.6481 0.5723 2.7150
C -1.6793 -1.1546 -0.7953
C 1.2302 -1.5713 1.1525
C 1.7178 1.6327 1.4037
C -0.7910 -0.4274 -1.7901
C 0.0282 0.6447 -1.1389
N -1.5708 0.5064 1.7763
N -2.6843 -0.2082 2.2031
O -3.1218 1.9375 2.4449
Si 0.6976 0.1859 0.6040
H -1.2718 2.6781 1.7085
H -2.3366 -0.5423 -0.1708
H -2.1019 -1.9035 -1.4872
H -1.0635 -1.7091 -0.0407
H 0.8684 -2.3254 0.4137
H 2.2436 -1.6468 1.2167
H 0.7743 -1.7587 2.1234
H 2.6943 1.4949 1.2650
H 1.2707 2.6723 1.0594
H 1.5315 1.6091 2.3975
H -0.0972 -1.0424 -2.3417
H -1.5221 0.1024 -2.5127
H -0.6970 1.3243 -0.8201
H 0.7811 1.0912 -1.7332
*
```

The value obtained for the energy relative to the best compared isomer or geometry (same formula, charge and spin) is 540.1 kJ/mol. As for the frontier orbital gap: 7.7 eV.

Density functional theory data (wB97M-V/def2-TZVPD) for a molecular structure, C5H5NO.

The geometry in ORCA input format:
```
! wB97M-V def2-TZVPD RIJCOSX def2/J DEFGRID3
* xyz 0 1
C 1.5549 -0.6732 -0.1904
C 0.2027 1.5970 -0.5618
C -0.3765 1.0269 0.6224
C -1.5519 0.0282 0.3748
C -2.1757 -0.8815 -0.3587
H 2.5841 -0.8345 -0.9030
H -0.5571 1.3000 -1.5011
H 0.3988 2.6846 -0.6376
H -0.3537 1.3364 1.7842
H -2.5577 -2.1162 -0.9111
N 1.0311 0.6433 0.1359
O 0.9184 -1.6822 0.2374
*
```

The value obtained for the energy relative to the best compared isomer or geometry (same formula, charge and spin) is 715.7 kJ/mol. As for the frontier orbital gap: 10.0 eV.

Density functional theory data (wB97M-V/def2-TZVPD) for a molecular structure, C18H15N3O15S2V.

The geometry in ORCA input format:
```
! wB97M-V def2-TZVPD RIJCOSX def2/J DEFGRID3
* xyz -2 2
O 0.4320 -1.4176 -1.3405
V -0.8557 -0.6283 -0.7975
S -2.8621 -0.7058 0.9990
O -3.8667 -1.6981 0.8148
O -3.1333 0.2048 2.1572
O -1.5460 -1.2833 0.9815
O -2.8631 0.0356 -0.2279
S -1.9806 -0.9541 -3.2095
O -1.2873 0.1870 -2.6170
O -2.2483 -1.8674 -2.0848
O -3.3202 -0.5873 -3.7490
O -0.9953 -1.6069 -4.0362
C 0.8895 -5.9523 -4.4735
C 0.5545 -5.0324 -3.4565
C 1.4857 -4.7025 -2.4826
C 2.8117 -5.2396 -2.5285
C 3.0844 -6.3469 -3.4255
C 2.0765 -6.6813 -4.3037
N 3.8531 -4.6618 -1.6342
O 4.9806 -5.2046 -1.5817
O 3.4977 -3.6320 -1.1055
H 0.1882 -6.2851 -5.2244
H -0.4243 -4.5779 -3.4139
H 1.1803 -4.0621 -1.6682
H 3.9926 -6.8647 -3.1543
H 2.3184 -7.5487 -4.9000
C -0.2685 2.5509 4.9620
C 1.1442 2.3744 5.1503
C 1.8648 1.7113 4.1813
C 1.2484 1.2735 3.0804
C -0.1319 1.3842 2.8393
C -0.8829 2.0168 3.8435
N 2.0162 0.5774 1.9416
O 1.3932 0.0607 1.0435
O 3.2544 0.6191 2.0207
H -0.8045 3.2487 5.5883
H 1.5758 2.8593 6.0135
H 2.9306 1.6871 4.3543
H -0.7953 0.9496 2.1062
H -1.9519 2.1275 3.7371
C -1.9540 6.0554 1.2072
C -0.9254 6.1881 0.3543
C -0.3359 5.0977 -0.2837
C -0.8333 3.7970 0.0700
C -1.8373 3.6357 0.9975
C -2.4150 4.8022 1.6188
N -0.3761 2.7477 -0.7893
O -0.5458 1.5815 -0.3894
O 0.2137 3.0351 -1.7718
H -2.2624 6.9598 1.7106
H -0.4932 7.1597 0.1659
H 0.4993 5.2796 -0.9438
H -2.1878 2.6362 1.2084
H -3.1015 4.6974 2.4459
*
```

The value obtained for the energy relative to the best compared isomer or geometry (same formula, charge and spin) is 25.9 kJ/mol. As for the frontier orbital gap (spin up / spin down): 5.5 / 5.5 eV.

Density functional theory data (wB97M-V/def2-TZVPD) for 4 unconnected molecules or ions with the total composition C40H60BIN4O14P2S.

The geometry in ORCA input format:
```
! wB97M-V def2-TZVPD RIJCOSX def2/J DEFGRID3
* xyz 0 1
C -2.4252 4.3661 -1.1880
C -3.0522 3.7505 0.0840
C -2.0924 3.1374 1.1126
C -1.5668 1.6756 0.9164
C -1.1467 1.5046 -0.5713
C -2.0413 1.2445 -1.7964
C -3.5444 1.0956 -1.8155
N -1.4872 1.1551 -2.9415
C -2.7402 0.7307 1.3089
C -2.8790 -0.6326 0.5873
C -4.3553 -1.0753 0.4422
P -4.6866 -2.6929 1.1676
O -4.0451 -2.8912 2.4828
O -6.2755 -2.8407 1.1173
C -7.0276 -2.3125 2.2264
C -7.2814 -3.3753 3.2799
O -4.3127 -3.7447 0.0361
C -2.9587 -4.2197 -0.0735
C -2.3926 -3.8660 -1.4457
O -2.8210 0.3313 2.6878
S -2.6438 1.0151 4.1147
O -3.2466 2.3477 4.0732
O -1.0332 1.1803 4.2160
C -0.1837 1.9225 3.3248
N -0.6128 3.3283 3.4181
C 1.1962 1.8331 4.0412
C 1.8235 0.5091 4.4880
C 1.4482 0.0906 5.9181
C 2.2951 -1.1014 6.4038
N 1.4770 -2.1232 7.0751
C -0.1886 1.4288 1.8086
B 1.0065 2.2851 1.0564
O 1.2408 3.5971 1.4689
N 1.8560 1.7665 -0.0345
C 3.2112 1.7283 0.5932
C 1.8932 2.6020 -1.2459
P 0.1627 -0.4285 1.4168
O 1.7816 -0.5070 1.5964
I -0.4856 -1.9825 3.2649
H -1.3371 4.4623 -1.0854
H -2.6127 3.7825 -2.0919
H -2.8155 5.3704 -1.3642
H -3.5233 4.5809 0.6261
H -3.8964 3.1072 -0.1678
H -2.6133 3.1562 2.0707
H -1.2713 3.8372 1.2586
H -0.6755 2.4591 -0.8354
H -0.3523 0.7603 -0.6635
H -4.0538 1.3252 -0.8881
H -3.7789 0.0594 -2.0795
H -3.9365 1.7162 -2.6252
H -0.4738 1.2398 -2.8668
H -3.6581 1.2900 1.0907
H -2.4017 -1.3654 1.2454
H -2.3280 -0.6890 -0.3503
H -4.6748 -1.1273 -0.6025
H -5.0222 -0.3552 0.9329
H -7.9689 -1.9529 1.8012
H -6.5216 -1.4442 2.6653
H -6.3342 -3.8178 3.6012
H -7.7509 -2.9179 4.1552
H -7.9186 -4.1692 2.8854
H -2.3367 -3.8223 0.7350
H -2.9973 -5.3033 0.0653
H -1.3108 -3.7234 -1.3583
H -2.5889 -4.6508 -2.1775
H -2.8110 -2.9276 -1.8169
H 0.2119 3.9145 3.4093
H -1.0584 3.4478 4.3209
H 0.9792 2.3597 4.9827
H 1.9121 2.4796 3.5311
H 2.9165 0.6414 4.4686
H 1.6233 -0.3289 3.8350
H 0.4060 -0.2363 5.9449
H 1.5834 0.9495 6.5853
H 3.0706 -0.7729 7.1007
H 2.8241 -1.5289 5.5379
H 1.2079 -2.8515 6.4278
H 1.9832 -2.5591 7.8330
H 0.7230 4.2667 1.0154
H 3.1315 1.4919 1.6588
H 3.7194 2.6918 0.5129
H 3.7975 0.9296 0.1453
H 1.4620 2.0657 -2.1000
H 2.9266 2.8511 -1.4991
H 1.3360 3.5442 -1.1566
H 2.1001 -1.3253 1.1711
C 7.3253 4.7895 -1.9946
C 7.9502 5.1703 -3.1050
C 7.3337 4.9743 -4.4420
O 7.9002 5.3197 -5.4541
C 5.9914 4.3374 -4.4906
C 5.3677 3.9575 -3.3793
C 5.9852 4.1542 -2.0436
O 5.4186 3.8075 -1.0279
H 7.7531 4.9196 -1.0088
H 8.9273 5.6358 -3.0957
H 5.5630 4.2062 -5.4761
H 4.3897 3.4923 -3.3921
C 3.4680 -1.1366 -2.0692
C 4.3542 -0.6342 -2.9240
C 5.8100 -0.8627 -2.7462
O 6.6184 -0.3986 -3.5192
C 6.2393 -1.6796 -1.5800
C 5.3527 -2.1838 -0.7254
C 3.9013 -1.9466 -0.9054
O 3.0861 -2.3959 -0.1232
H 2.4002 -0.9817 -2.1691
H 4.0667 -0.0392 -3.7818
H 7.3056 -1.8316 -1.4729
H 5.6374 -2.7783 0.1331
C -1.4346 -4.4193 -5.4641
C -2.6671 -4.8929 -5.6269
C -2.9054 -6.3145 -5.9867
O -4.0269 -6.7460 -6.1376
C -1.7147 -7.1871 -6.1547
C -0.4828 -6.7134 -5.9909
C -0.2458 -5.2923 -5.6320
O 0.8766 -4.8618 -5.4804
H -1.2378 -3.3874 -5.2017
H -3.5500 -4.2778 -5.5080
H -1.9149 -8.2185 -6.4157
H 0.4004 -7.3282 -6.1079
*
```

As for the frontier orbital gap: 6.3 eV.

What did we get for E_tot? Answer: -47642.61684, -189430.22436, -20386.73983, -8796.00149, -101444.09886, -115267.25122 eV, in the order shown.